The following is a quantum chemistry calculation of C55H53IrO2P2SSeSi as an isolated structure, from the OMol25 dataset.

Element x y z (Å)
Ir -0.93232 0.02550 -1.05152
O -1.23781 -2.13053 0.02875
S -0.44571 -1.46808 1.10937
C 0.83387 -2.67220 1.52575
C 1.04135 -3.02825 2.84652
C 1.99871 -3.96181 3.24564
C 2.82177 -4.49011 2.27755
C 3.96588 -5.43669 2.37747
C 4.51326 -5.55632 0.94134
C 3.62430 -4.69120 0.11832
C 3.61911 -4.40548 -1.22716
C 2.67242 -3.50057 -1.69893
C 1.72236 -2.85990 -0.90407
P 0.74247 -1.63133 -1.87275
C -0.29272 -2.58182 -3.05118
C -1.68092 -2.51932 -2.94495
C -2.49016 -3.21071 -3.82869
C -1.92215 -3.98071 -4.82929
C -0.54359 -4.01165 -4.97003
C 0.27039 -3.30966 -4.09970
C 1.99992 -0.88343 -2.95876
C 3.31130 -0.65889 -2.53731
C 4.23370 -0.09375 -3.39821
C 3.85024 0.28018 -4.67904
C 2.53797 0.09514 -5.09037
C 1.61253 -0.47591 -4.23617
C 1.67374 -3.16304 0.48895
C 2.65433 -4.08277 0.93868
C -1.51405 -1.46060 2.56651
C -1.89701 -2.65525 3.14619
C -2.51456 -2.71958 4.40015
C -2.71783 -1.54253 5.08781
C -3.23653 -1.25641 6.45520
C -3.24380 0.28353 6.57537
C -2.74205 0.77678 5.26239
C -2.58389 2.04428 4.74446
C -2.14050 2.17265 3.42654
C -1.77019 1.09270 2.62900
P -1.52295 1.45352 0.85563
C -3.29607 1.62316 0.38756
C -4.04631 2.76134 0.67329
C -5.37881 2.81601 0.30671
C -5.97437 1.74826 -0.34704
C -5.23480 0.61182 -0.63328
C -3.90371 0.54666 -0.26015
C -0.88071 3.14053 0.79370
C 0.08784 3.57291 1.69680
C 0.60205 4.85130 1.59855
C 0.14564 5.70891 0.60903
C -0.82107 5.28189 -0.28951
C -1.31651 3.99285 -0.21986
C -1.86662 -0.22279 3.15434
C -2.41676 -0.32492 4.44916
H 0.42210 -2.59174 3.61368
H 2.06900 -4.24607 4.28371
H 3.64089 -6.40255 2.77202
H 4.72124 -5.06665 3.07489
H 4.50548 -6.58892 0.58475
H 5.55241 -5.22254 0.86695
H 4.33150 -4.84132 -1.90891
H 2.70677 -3.26255 -2.75107
H -2.14563 -1.93855 -2.15405
H -3.56339 -3.14422 -3.74135
H -2.54781 -4.54226 -5.50508
H -0.09379 -4.57817 -5.76986
H 1.33751 -3.32143 -4.25990
H 3.62226 -0.95737 -1.54563
H 5.25595 0.04478 -3.07686
H 4.56734 0.72446 -5.35174
H 2.24261 0.36302 -6.09301
H 0.59376 -0.63696 -4.56695
H -1.67059 -3.57477 2.62853
H -2.78075 -3.67840 4.81624
H -2.60282 -1.72106 7.21375
H -4.23227 -1.67746 6.60283
H -2.60960 0.63640 7.39342
H -4.24262 0.67298 6.78626
H -2.82975 2.92613 5.31553
H -2.09661 3.16942 3.01133
H -3.59509 3.60628 1.17222
H -5.95264 3.70069 0.53352
H -7.01258 1.80560 -0.63201
H -5.69978 -0.21865 -1.14094
H -3.34457 -0.37183 -0.44560
H 0.41867 2.91570 2.48469
H 1.34731 5.18524 2.30305
H 0.54381 6.70766 0.53556
H -1.20360 5.96621 -1.03020
H -2.05921 3.65127 -0.93026
C 3.05106 1.10467 2.96607
C 3.51324 0.80106 1.54082
C 2.21079 0.89529 0.74090
O 1.12821 0.70304 1.65797
C 1.66251 0.47919 2.96611
H 2.99101 2.18001 3.12552
H 3.69735 0.67229 3.72556
H 3.92219 -0.20825 1.49203
H 4.26184 1.50355 1.18355
H 2.13990 0.12481 -0.03998
H 2.09333 1.88018 0.27578
H 1.73600 -0.60302 3.13350
H 0.98125 0.91084 3.70121
C -1.76320 4.75918 -4.18841
Si -0.06840 3.93868 -4.37124
C 1.28670 4.57457 -3.21133
C 0.40345 3.17547 -6.03957
Se -0.66242 1.66247 -2.73560
H -1.85586 5.59923 -4.87338
H -1.90729 5.13568 -3.17773
H -2.57935 4.07870 -4.41682
H 1.71414 5.49217 -3.60628
H 2.09077 3.85130 -3.10978
H 0.89583 4.79834 -2.22031
H 0.22234 3.90197 -6.82819
H -0.18790 2.29744 -6.28836
H 1.45633 2.90502 -6.08034

Forces on atoms 1 to 6 (eV/Å):
Ir 0.1 -0.4 0.1
O -0.8 -0.3 -1.2
S 0.1 -1.4 2.0
C -0.3 0.8 0.1
C -0.2 0.1 0.1
C 0.3 -0.2 -0.3

Expectation value of S²: 8.78
Charge: +3
2S+1: 6
HOMO (alpha / beta) (eV): -14.5 / -14.9
Electronic energy (Ha): -6153.3096